No. 1
The following is a quantum chemistry calculation of a structure of composition C26H24MnN3O2PS2 in a non-equilibrium geometry, from the Open Molecules 2025 dataset.

CARTESIAN COORDINATES (ANGSTROEM)
Mn (0.18091, 0.18707, -1.63373)
C (5.91243, -0.60024, 3.21002)
C (4.46047, -0.40270, 2.85690)
C (3.91783, -1.14098, 1.83273)
C (2.59815, -0.96365, 1.52051)
C (1.82606, -0.05592, 2.24141)
C (2.33478, 0.66061, 3.27185)
C (3.70196, 0.50700, 3.57144)
S (0.23135, 0.29563, 1.66388)
O (-0.31058, 1.30156, 2.51768)
O (-0.44475, -0.94748, 1.45588)
N (0.43908, 0.96172, 0.18807)
C (1.06629, 2.12368, -0.19420)
C (1.71808, 3.01337, 0.66077)
C (2.39376, 4.12144, 0.15010)
C (2.29868, 4.32985, -1.23968)
C (1.62613, 3.41010, -2.02231)
N (1.05167, 2.32323, -1.51677)
H (6.03935, -1.44525, 3.90062)
H (6.18922, 0.27286, 3.76799)
H (6.61766, -0.70473, 2.31416)
H (4.55803, -1.81355, 1.21174)
H (2.18469, -1.40238, 0.62982)
H (1.74201, 1.42174, 3.73848)
H (4.17483, 1.02339, 4.36916)
H (1.67520, 2.86455, 1.72850)
H (2.90672, 4.77221, 0.80078)
H (2.79614, 5.15027, -1.68604)
H (1.57678, 3.62323, -3.05655)
S (0.40497, -0.70866, -3.79909)
C (1.79420, -0.92958, -2.87939)
N (2.61588, -0.92426, -2.06806)
C (-2.91909, 0.68114, -3.18217)
P (-2.20059, -0.18359, -1.79091)
C (-2.37798, -2.00321, -2.04541)
C (-2.91206, -2.54676, -3.22494)
C (-2.97074, -3.92012, -3.45375)
C (-2.32880, -4.75707, -2.54550)
C (-1.83177, -4.21827, -1.33999)
C (-1.86624, -2.86232, -1.09166)
C (-3.00940, 0.18998, -0.28581)
C (-3.73130, -0.76904, 0.49522)
C (-4.24341, -0.42502, 1.76488)
C (-3.98688, 0.84303, 2.21958)
C (-3.21637, 1.75142, 1.51927)
C (-2.82316, 1.46899, 0.23406)
H (-2.46081, 0.39134, -4.13724)
H (-2.59307, 1.69872, -2.92667)
H (-4.01242, 0.59876, -3.16983)
H (-3.40241, -1.87410, -3.92224)
H (-3.37540, -4.44525, -4.31760)
H (-2.27004, -5.83772, -2.68143)
H (-1.42182, -4.86498, -0.58820)
H (-1.49211, -2.55427, -0.14067)
H (-4.05791, -1.70562, 0.07067)
H (-4.89008, -1.13972, 2.26892)
H (-4.47685, 1.18232, 3.14949)
H (-3.16116, 2.75960, 1.91504)
H (-2.24609, 2.21766, -0.29977)

## Properties
net charge = +1
total energy = -3608.42347 hartree
LUMO energy (alpha / beta) = -5.898 / -3.739 eV
expectation value of S² = 6.248
2S+1 = 5
orbital gap (alpha / beta) = 5.5 / 7.7 eV

***

No. 2
The following is a quantum chemistry calculation of the molecule C26H24N2O4, from the Open Molecules 2025 dataset.

CARTESIAN COORDINATES (ANGSTROEM)
O (2.86290, 0.90043, -2.27074)
C (3.01370, 0.46321, -1.16070)
C (3.53763, -0.90007, -0.76352)
C (3.54069, -0.89517, 0.76798)
C (3.01849, 0.47070, 1.15849)
O (2.87234, 0.91509, 2.26632)
N (2.75293, 1.16621, -0.00281)
C (2.22136, 2.52057, -0.00616)
C (0.71516, 2.48980, -0.00408)
C (0.01813, 2.44669, 1.19653)
C (-1.36320, 2.37870, 1.19878)
C (-2.06501, 2.35376, 0.00016)
C (-3.56469, 2.20434, 0.00249)
N (-3.89965, 0.78841, 0.00328)
C (-4.01172, 0.04960, -1.15602)
O (-3.95562, 0.51024, -2.26545)
C (-4.20133, -1.39882, -0.76181)
C (-4.19576, -1.39920, 0.76937)
C (-4.00380, 0.04905, 1.16296)
O (-3.94039, 0.50915, 2.27222)
C (-2.93812, -2.24569, 1.11702)
C (-3.27772, -3.64437, 0.66360)
C (-3.28270, -3.64420, -0.66340)
C (-2.94648, -2.24541, -1.11902)
C (-1.98275, -1.82059, -0.00453)
C (-1.36683, 2.37829, -1.20057)
C (0.01452, 2.44626, -1.20254)
C (5.04679, -1.05728, 1.11796)
C (5.40096, -2.45339, 0.66689)
C (5.39835, -2.45757, -0.65996)
C (5.04235, -1.06434, -1.11843)
C (5.69456, -0.23770, -0.00413)
H (2.93344, -1.67989, -1.22841)
H (2.93828, -1.67191, 1.24026)
H (2.59889, 3.01886, 0.88993)
H (2.59653, 3.01363, -0.90611)
H (0.56133, 2.45781, 2.12965)
H (-1.90209, 2.33515, 2.13347)
H (-4.00462, 2.64430, -0.89499)
H (-4.00181, 2.64486, 0.90108)
H (-5.09956, -1.80365, -1.22864)
H (-5.09041, -1.80459, 1.24253)
H (-2.60221, -2.12687, 2.14309)
H (-3.52506, -4.44789, 1.33167)
H (-3.53504, -4.44756, -1.32978)
H (-2.61822, -2.12639, -2.14753)
H (-1.06453, -2.40582, -0.00804)
H (-1.73198, -0.76021, -0.00536)
H (-1.90856, 2.33449, -2.13361)
H (0.55486, 2.45697, -2.13732)
H (5.28714, -0.79473, 2.14411)
H (5.55918, -3.27777, 1.33656)
H (5.55394, -3.28616, -1.32502)
H (5.27862, -0.80829, -2.14717)
H (6.77967, -0.32320, -0.00602)
H (5.41487, 0.81472, -0.00690)

## Properties
total energy = -1415.70527 hartree
LUMO energy = 0.630 eV
energy above the lowest of the compared OMol25 structures with the same formula, charge and spin = 0.534 eV
SMILES = O=C1[C@@H]2[C@H](C(=O)N1Cc1ccc(CN3C(=O)[C@@H]4[C@H](C3=O)[C@H]3C=C[C@@H]4C3)cc1)[C@H]1C=C[C@@H]2C1
2S+1 = 1
orbital gap = 9.9 eV